A molecular structure, C29H46N9O7Ti. Source: the Open Molecules 2025 dataset; level of theory: wB97M-V/def2-TZVPD.

E_HOMO = -0.3932 Ha
Lowest unoccupied orbital energy = -3.6 eV
HOMO-LUMO gap = 7.1 eV
Calculated total energy = -81677.14391 eV
Total charge = +1

Element x y z (Å)
1 Ti -0.364 1.086 -0.965
2 C 4.522 -2.366 -0.613
3 C 2.992 -2.354 -0.495
4 C 2.622 -3.071 0.798
5 C 1.199 -3.612 1.007
6 C 1.247 -4.696 2.077
7 C 0.543 -4.113 -0.271
8 N 0.360 -2.446 1.531
9 C -0.973 -2.757 2.135
10 C -1.601 -1.515 2.741
11 N -1.822 -0.454 1.784
12 C -2.662 -0.894 0.685
13 C -1.824 -1.422 -0.462
14 O -2.125 -2.332 -1.184
15 O -0.659 -0.763 -0.559
16 C -2.128 0.831 2.445
17 C -3.088 1.711 1.662
18 C -0.880 1.654 2.885
19 C 0.608 1.588 2.387
20 C 1.412 0.753 3.398
21 C 1.112 3.037 2.429
22 N 0.894 0.991 1.012
23 C 2.306 1.249 0.582
24 C 3.081 0.002 0.136
25 N 2.377 -1.002 -0.665
26 C 2.394 -0.758 -2.114
27 C 2.043 0.602 -2.654
28 O 2.498 1.070 -3.648
29 O 1.105 1.298 -1.948
30 H 4.876 -3.385 -0.760
31 H 4.997 -1.985 0.292
32 H 4.883 -1.776 -1.453
33 H 2.591 -2.949 -1.317
34 H 2.911 -2.475 1.673
35 H 3.273 -3.947 0.846
36 H 1.917 -5.485 1.740
37 H 0.276 -5.155 2.251
38 H 1.638 -4.314 3.023
39 H 1.203 -4.838 -0.747
40 H 0.348 -3.307 -0.979
41 H -0.401 -4.617 -0.065
42 H 0.916 -1.959 2.236
43 H 0.222 -1.786 0.737
44 H -0.819 -3.502 2.913
45 H -1.583 -3.203 1.351
46 H -0.966 -1.138 3.547
47 H -2.538 -1.847 3.222
48 H -3.221 -0.059 0.262
49 H -3.404 -1.655 0.963
50 H -2.654 0.600 3.382
51 H -2.735 2.012 0.674
52 H -3.236 2.637 2.212
53 H -4.066 1.244 1.546
54 H -0.771 1.520 3.965
55 H -1.193 2.690 2.780
56 H 1.404 1.231 4.377
57 H 2.455 0.628 3.107
58 H 0.965 -0.237 3.534
59 H 0.708 3.524 3.316
60 H 2.196 3.116 2.488
61 H 0.762 3.601 1.566
62 H 0.812 -0.014 1.126
63 H 2.883 1.646 1.414
64 H 2.302 2.029 -0.175
65 H 3.410 -0.503 1.049
66 H 4.001 0.353 -0.353
67 H 1.658 -1.425 -2.576
68 H 3.371 -0.977 -2.557
69 C -2.193 -0.957 -5.424
70 N -2.464 0.026 -4.380
71 C -3.612 0.775 -4.403
72 C -3.906 1.673 -3.457
73 C -3.003 1.864 -2.337
74 O -3.206 2.624 -1.408
75 N -1.847 1.063 -2.345
76 C -1.550 0.169 -3.367
77 O -0.502 -0.464 -3.348
78 H -2.718 -0.654 -6.326
79 H -2.526 -1.947 -5.115
80 H -1.124 -0.983 -5.618
81 H -4.260 0.589 -5.248
82 H -4.808 2.263 -3.493
83 N -0.019 4.174 -2.241
84 C -0.538 4.059 -1.011
85 O -0.588 2.836 -0.509
86 C -0.974 5.134 -0.262
87 C -0.870 6.426 -0.843
88 N -0.779 7.473 -1.311
89 C -1.529 4.969 1.026
90 N -1.972 4.822 2.078
91 H 0.384 3.378 -2.708
92 H 0.028 5.079 -2.680

=====

2 unconnected molecules or ions with the total composition C4H11ClO3Si. Source: the Open Molecules 2025 dataset; level of theory: wB97M-V/def2-TZVPD.

E_HOMO (alpha / beta) = -0.2872 / -0.2895 Ha
Lowest unoccupied orbital energy (alpha / beta) = 0.6 / 0.6 eV
HOMO-LUMO gap (alpha / beta) = 8.4 / 8.5 eV
Calculated total energy = -30866.77853 eV
Total charge = 0

Element x y z (Å)
1 C -0.933 0.768 -3.022
2 C 1.653 1.362 -0.513
3 C 0.767 -2.267 2.895
4 C -2.366 1.208 -1.138
5 O -1.476 1.484 -2.066
6 O 1.552 0.599 0.593
7 O 1.065 -1.134 2.161
8 Si 0.316 -0.413 0.996
9 Cl -0.242 -1.662 -0.553
10 H -1.110 0.228 1.343
11 H -0.127 1.164 -3.626
12 H -1.041 -0.312 -2.845
13 H 0.928 1.176 -1.167
14 H 2.703 1.147 -0.930
15 H 1.555 2.507 -0.265
16 H 1.578 -2.680 3.566
17 H 0.413 -3.160 2.157
18 H -0.185 -2.095 3.451
19 H -2.704 0.190 -0.764
20 H -2.348 1.888 -0.273

=====

13 unconnected molecules or ions with the total composition C46H84BCl4O35. Source: the Open Molecules 2025 dataset; level of theory: wB97M-V/def2-TZVPD.

E_HOMO (alpha / beta) = 0.0471 / -0.1004 Ha
Lowest unoccupied orbital energy (alpha / beta) = 3.3 / 3.3 eV
HOMO-LUMO gap (alpha / beta) = 2.0 / 6.0 eV
Spin multiplicity = 2
Calculated total energy = -171498.19145 eV
Total charge = -2

Element x y z (Å)
1 O 0.879 0.057 4.273
2 C 0.325 0.385 3.183
3 O 0.682 0.009 1.980
4 B -0.096 0.734 0.973
5 O -0.953 1.640 1.743
6 C -0.787 1.463 2.974
7 O -1.355 2.137 3.832
8 O -0.823 -0.229 0.119
9 C -0.518 -0.109 -1.171
10 O -0.861 -0.664 -2.170
11 C 0.601 0.981 -1.249
12 O 0.871 1.357 0.006
13 O 1.164 1.352 -2.251
14 C 3.456 1.756 4.444
15 Cl 3.836 1.620 2.706
16 Cl 4.842 2.487 5.338
17 H 2.559 2.320 4.701
18 H 3.348 0.741 4.825
19 C 2.419 4.435 0.560
20 Cl 1.847 4.659 2.187
21 Cl 2.430 5.935 -0.417
22 H 3.472 4.180 0.681
23 H 1.838 3.633 0.105
24 C 4.305 -6.945 -6.149
25 C 4.499 -5.837 -5.203
26 O 3.337 -5.579 -4.462
27 C 2.734 -4.368 -4.468
28 O 2.985 -3.493 -5.294
29 O 1.832 -4.365 -3.517
30 C 1.004 -3.215 -3.254
31 H 3.780 -7.719 -5.590
32 H 5.264 -7.349 -6.472
33 H 3.659 -6.649 -6.976
34 H 4.981 -4.941 -5.596
35 H 5.142 -6.278 -4.441
36 H 1.569 -2.378 -2.846
37 H 0.228 -3.337 -2.498
38 H 0.520 -2.838 -4.154
39 C 7.118 -2.962 -4.091
40 C 7.218 -1.629 -3.370
41 O 6.015 -1.307 -2.721
42 C 5.955 -0.289 -1.884
43 O 6.909 0.460 -1.670
44 O 4.690 -0.157 -1.438
45 C 4.431 1.009 -0.677
46 H 6.823 -3.766 -3.417
47 H 8.051 -3.275 -4.560
48 H 6.341 -2.944 -4.855
49 H 7.225 -0.827 -4.108
50 H 8.035 -1.363 -2.700
51 H 4.580 1.901 -1.285
52 H 5.167 1.088 0.123
53 H 3.428 1.048 -0.253
54 C 1.450 0.445 7.764
55 C -0.090 0.462 7.878
56 O -0.632 -0.251 6.803
57 C -1.882 -0.090 6.327
58 O -2.721 0.752 6.682
59 O -2.213 -1.071 5.547
60 C -1.392 -2.158 5.133
61 H 1.789 0.883 6.825
62 H 1.586 -0.631 7.875
63 H 1.917 0.932 8.620
64 H -0.404 1.502 7.793
65 H -0.396 0.068 8.847
66 H -1.883 -3.063 5.489
67 H -0.371 -2.190 5.514
68 H -1.476 -2.247 4.050
69 C 2.317 -6.535 -0.949
70 C 0.802 -6.515 -0.910
71 O 0.334 -5.682 0.109
72 C -0.921 -5.295 0.063
73 O -1.761 -5.559 -0.804
74 O -1.019 -4.346 1.071
75 C -2.192 -3.590 1.231
76 H 2.783 -5.636 -1.353
77 H 2.655 -7.385 -1.541
78 H 2.696 -6.599 0.071
79 H 0.490 -7.529 -0.660
80 H 0.386 -6.177 -1.859
81 H -3.154 -4.103 1.237
82 H -2.252 -2.797 0.486
83 H -2.116 -3.142 2.222
84 C -1.591 6.715 9.921
85 C -1.082 5.293 10.221
86 O -2.036 4.302 9.867
87 C -2.258 3.791 8.602
88 O -3.179 2.951 8.384
89 O -1.444 4.355 7.710
90 C -1.461 3.913 6.356
91 H -0.800 7.451 10.063
92 H -2.477 6.995 10.491
93 H -1.870 6.803 8.870
94 H -0.779 5.133 11.255
95 H -0.121 5.189 9.718
96 H -0.624 3.238 6.173
97 H -1.272 4.801 5.753
98 H -2.341 3.335 6.075
99 C -5.347 3.280 -5.003
100 C -4.312 2.096 -5.160
101 O -2.939 2.519 -5.184
102 C -2.351 2.931 -4.082
103 O -2.886 3.018 -2.962
104 O -1.055 3.141 -4.447
105 C -0.182 3.830 -3.603
106 H -5.297 4.147 -5.661
107 H -5.343 3.676 -3.987
108 H -6.376 2.956 -5.157
109 H -4.537 1.509 -6.051
110 H -4.426 1.377 -4.349
111 H -0.276 4.914 -3.663
112 H 0.834 3.634 -3.946
113 H -0.192 3.409 -2.598
114 C -4.369 -2.501 -9.439
115 C -3.213 -1.450 -9.450
116 O -2.472 -1.669 -8.296
117 C -2.913 -1.285 -7.102
118 O -3.903 -0.536 -6.901
119 O -2.132 -1.756 -6.198
120 C -2.377 -1.448 -4.802
121 H -5.170 -2.305 -8.726
122 H -3.998 -3.523 -9.356
123 H -4.836 -2.452 -10.423
124 H -3.620 -0.447 -9.322
125 H -2.574 -1.459 -10.334
126 H -1.876 -0.517 -4.534
127 H -1.905 -2.239 -4.219
128 H -3.421 -1.379 -4.499
129 O -3.144 5.868 3.996
130 C -3.341 6.479 3.000
131 O -2.696 6.361 1.841
132 C -1.641 5.417 1.612
133 C -1.393 5.383 0.104
134 C -4.397 7.609 2.993
135 H -1.928 4.462 2.052
136 H -0.723 5.700 2.126
137 H -2.313 5.266 -0.468
138 H -0.594 4.702 -0.188
139 H -0.954 6.355 -0.121
140 H -4.428 8.126 2.034
141 H -4.032 8.356 3.698
142 H -5.371 7.135 3.111
143 O -5.062 -2.680 -0.036
144 C -5.640 -2.180 -0.961
145 O -5.184 -1.144 -1.752
146 C -4.077 -0.307 -1.344
147 C -4.668 1.017 -0.882
148 C -6.964 -2.711 -1.437
149 H -3.360 -0.094 -2.137
150 H -3.600 -0.611 -0.411
151 H -3.823 1.630 -0.565
152 H -5.463 0.981 -0.137
153 H -5.150 1.542 -1.706
154 H -7.786 -2.299 -0.852
155 H -6.906 -3.795 -1.333
156 H -7.031 -2.471 -2.499
157 O 4.027 -4.013 0.569
158 C 3.841 -2.837 0.784
159 O 4.730 -1.981 1.308
160 C 6.025 -2.505 1.661
161 C 7.012 -2.521 0.417
162 C 2.527 -2.199 0.379
163 H 6.007 -3.504 2.097
164 H 6.409 -1.767 2.366
165 H 7.923 -3.083 0.623
166 H 7.391 -1.499 0.407
167 H 6.649 -2.840 -0.560
168 H 1.693 -2.841 0.663
169 H 2.512 -1.880 -0.663
170 H 2.391 -1.390 1.096

=====

A molecular structure, C8H13BrClF6NO4PS2. Source: the Open Molecules 2025 dataset; level of theory: wB97M-V/def2-TZVPD.

E_HOMO = -0.2382 Ha
Lowest unoccupied orbital energy = 2.4 eV
HOMO-LUMO gap = 8.9 eV
Calculated total energy = -148017.51879 eV
Total charge = -1

Element x y z (Å)
1 C 1.956 1.128 -0.993
2 C 1.862 2.569 -1.519
3 C 0.434 2.835 -1.981
4 Br 0.434 3.615 -3.783
5 P -0.416 3.958 -0.795
6 C -2.227 3.574 -0.927
7 C -2.667 2.712 -2.113
8 C -2.959 1.267 -1.744
9 Cl -1.678 0.586 -0.721
10 H 2.918 0.933 -0.546
11 H 1.779 0.467 -1.830
12 H 1.158 0.955 -0.281
13 H 2.144 3.274 -0.747
14 H 2.545 2.660 -2.350
15 H -0.092 1.896 -2.055
16 H -0.095 3.335 0.429
17 H -2.564 3.131 -0.002
18 H -2.730 4.526 -0.995
19 H -3.607 3.123 -2.469
20 H -1.990 2.751 -2.953
21 H -3.022 0.663 -2.635
22 H -3.909 1.210 -1.241
23 C -0.538 -1.589 3.302
24 F -1.236 -0.451 3.164
25 F 0.456 -1.367 4.180
26 F -1.354 -2.523 3.819
27 S 0.118 -2.104 1.664
28 O 0.981 -1.024 1.268
29 O -1.051 -2.311 0.856
30 N 0.849 -3.417 2.163
31 S 1.612 -4.306 1.094
32 O 2.808 -3.725 0.552
33 O 0.772 -5.027 0.180
34 C 2.209 -5.580 2.278
35 F 1.184 -6.202 2.887
36 F 2.994 -5.038 3.227
37 F 2.926 -6.502 1.618

=====

2 unconnected molecules or ions with the total composition C7H14OS. Source: the Open Molecules 2025 dataset; level of theory: wB97M-V/def2-TZVPD.

E_HOMO (alpha / beta) = -0.2733 / -0.2698 Ha
Lowest unoccupied orbital energy (alpha / beta) = -1.8 / 0.3 eV
HOMO-LUMO gap (alpha / beta) = 5.7 / 7.6 eV
Calculated total energy = -20361.59332 eV
Total charge = 0

Element x y z (Å)
1 C 0.714 3.178 0.576
2 C -0.736 -1.833 -0.676
3 C -1.435 -1.027 0.413
4 C 0.232 -0.948 -1.452
5 C -0.405 -0.459 1.384
6 C 1.266 -0.333 -0.511
7 C 0.606 0.403 0.641
8 O -2.791 1.734 -0.655
9 S -0.291 1.909 0.016
10 H 0.590 3.340 1.638
11 H 0.620 4.082 -0.004
12 H -0.186 -2.664 -0.223
13 H -1.475 -2.254 -1.359
14 H -2.005 -0.202 -0.031
15 H -2.135 -1.663 0.957
16 H 0.747 -1.529 -2.219
17 H -0.337 -0.162 -1.956
18 H -0.902 0.145 2.147
19 H 0.130 -1.268 1.889
20 H 1.882 -1.131 -0.085
21 H 1.934 0.341 -1.055
22 H 1.354 0.814 1.322
23 H 0.116 1.895 -1.271

=====

A molecular structure, C23H33IN2O2PtSi. Source: the Open Molecules 2025 dataset; level of theory: wB97M-V/def2-TZVPD.

E_HOMO (alpha / beta) = -0.5296 / -0.5295 Ha
Lowest unoccupied orbital energy (alpha / beta) = -9.4 / -9.4 eV
HOMO-LUMO gap (alpha / beta) = 5.0 / 5.0 eV
Calculated total energy = -50669.59849 eV
Total charge = +2

Element x y z (Å)
1 Pt -0.076 0.017 0.313
2 C -0.492 4.782 -0.119
3 C 0.860 4.194 0.039
4 N 1.883 5.011 0.265
5 C 3.094 4.478 0.382
6 C 3.414 3.106 0.237
7 C 4.841 2.639 0.384
8 O 4.905 1.464 1.187
9 C 2.373 2.235 0.002
10 C 2.652 0.828 -0.233
11 N 1.847 -0.164 -0.089
12 C 2.394 -1.492 -0.315
13 C 3.676 -1.785 0.123
14 C 4.191 -3.060 -0.060
15 C 3.425 -4.045 -0.663
16 C 2.129 -3.766 -1.082
17 C 1.629 -2.490 -0.901
18 I -0.339 -2.104 -1.421
19 C 1.051 2.758 -0.057
20 O 0.032 2.010 -0.240
21 H -0.402 5.802 -0.487
22 H -0.968 4.829 0.867
23 H -1.134 4.192 -0.768
24 H 3.897 5.174 0.607
25 H 5.464 3.441 0.779
26 H 5.244 2.392 -0.603
27 H 5.229 1.686 2.066
28 H 3.646 0.586 -0.596
29 H 4.261 -1.025 0.630
30 H 5.191 -3.283 0.285
31 H 3.823 -5.042 -0.796
32 H 1.523 -4.539 -1.534
33 C 1.636 0.828 3.150
34 Si 0.022 0.045 2.684
35 C -1.426 1.170 3.074
36 C -1.301 2.559 2.431
37 C -1.369 1.350 4.607
38 C -2.786 0.587 2.641
39 C -0.021 -1.780 3.181
40 C 0.047 -1.873 4.719
41 C 1.219 -2.502 2.621
42 C -1.261 -2.544 2.675
43 H 1.721 0.838 4.239
44 H 1.721 1.860 2.800
45 H 2.489 0.274 2.755
46 H -0.362 3.059 2.690
47 H -2.110 3.197 2.798
48 H -1.397 2.521 1.351
49 H -0.416 1.742 4.960
50 H -1.598 0.438 5.151
51 H -2.133 2.085 4.880
52 H -2.816 0.330 1.573
53 H -3.576 1.323 2.813
54 H -3.054 -0.302 3.208
55 H 0.886 -1.322 5.148
56 H 0.185 -2.924 4.989
57 H -0.869 -1.542 5.200
58 H 2.156 -2.082 2.993
59 H 1.242 -2.491 1.537
60 H 1.198 -3.553 2.922
61 H -2.176 -2.217 3.161
62 H -1.150 -3.610 2.886
63 H -1.402 -2.451 1.594

=====

A molecular structure, C6H18Fe2N3O15. Source: the Open Molecules 2025 dataset; level of theory: wB97M-V/def2-TZVPD.

E_HOMO (alpha / beta) = -0.4219 / -0.4208 Ha
Lowest unoccupied orbital energy (alpha / beta) = -3.9 / -4.8 eV
HOMO-LUMO gap (alpha / beta) = 7.5 / 6.6 eV
Spin multiplicity = 9
Calculated total energy = -110450.64360 eV
Total charge = +1

Element x y z (Å)
1 Fe 0.795 1.767 1.019
2 Fe -0.712 1.334 -3.541
3 N -1.407 3.230 -1.057
4 O -1.264 2.834 -2.210
5 O -0.546 2.896 -0.337
6 O -2.313 3.911 -0.638
7 N 3.208 1.189 -1.114
8 O 3.064 0.729 -2.262
9 O 4.330 1.231 -0.561
10 O 2.155 1.541 -0.604
11 N -0.448 -0.535 -0.807
12 O -0.218 0.030 0.234
13 O -0.172 0.151 -1.756
14 O -0.820 -1.678 -0.911
15 C -0.869 -3.122 3.900
16 C -0.799 -3.192 2.405
17 O -1.874 -2.479 1.962
18 O 0.109 -3.850 4.717
19 H -1.869 -3.438 4.196
20 H -0.746 -2.070 4.159
21 H -0.840 -4.278 2.321
22 H 0.139 -2.811 2.000
23 H -1.889 -2.611 1.011
24 H -0.401 -4.604 5.023
25 C -1.878 -1.064 -4.619
26 C -3.076 -0.105 -4.610
27 O -2.736 0.927 -3.693
28 O -0.631 -0.443 -4.621
29 H -1.997 -1.784 -5.430
30 H -1.817 -1.717 -3.749
31 H -4.025 -0.621 -4.462
32 H -3.374 0.399 -5.529
33 H -3.563 1.146 -3.257
34 H 0.082 -1.040 -4.858
35 C 3.025 2.499 2.676
36 C 2.476 1.183 3.204
37 O 1.888 0.399 2.220
38 O 2.095 3.179 1.933
39 H 3.922 2.288 2.094
40 H 3.451 3.078 3.495
41 H 1.715 1.330 3.971
42 H 3.239 0.559 3.669
43 H 2.251 -0.482 2.334
44 H 2.341 4.096 2.081

=====

6 unconnected molecules or ions with the total composition H12O6. Source: the Open Molecules 2025 dataset; level of theory: wB97M-V/def2-TZVPD.

E_HOMO = -0.3990 Ha
Lowest unoccupied orbital energy = 0.3 eV
HOMO-LUMO gap = 11.2 eV
Calculated total energy = -12478.65992 eV
Total charge = 0

Element x y z (Å)
1 O -0.829 -0.214 1.638
2 H -0.612 0.751 1.861
3 H -1.650 -0.514 1.971
4 O 1.616 1.347 -0.960
5 H 1.232 0.591 -0.547
6 H 2.352 0.919 -1.498
7 O -4.884 -0.893 -0.320
8 H -5.277 -0.116 0.098
9 H -4.651 -0.554 -1.206
10 O 3.520 -0.916 0.642
11 H 3.489 -1.300 -0.210
12 H 2.662 -1.315 1.057
13 O -0.150 3.538 -0.267
14 H 0.541 4.052 0.237
15 H -0.384 2.905 0.411
16 O 0.765 -2.736 -0.791
17 H 0.747 -3.186 -1.568
18 H 1.252 -3.247 -0.144